The following is a DFT calculation (ωB97M-V with the def2-TZVPD basis set) of a structure of composition C30H46BrN3P2PdSe.

LUMO (spin up / spin down): -5.21 / -8.37 eV
HOMO energy (spin up / spin down): -13.059 / -13.556 eV
Total charge: +2
2S+1: 3
Frontier orbital gap (spin up / spin down): 7.85 / 5.18 eV

Last column: Mulliken charge in e.
Element x y z (Å)
C (3.354, -2.219, -3.897)  -0.185
C (3.709, -1.819, -2.590)  0.534
C (4.654, -0.764, -2.489)  -0.282
C (5.272, -0.293, -3.652)  -0.384
N (4.950, -0.747, -4.853)  -0.557
C (4.031, -1.686, -4.995)  -0.395
C (3.014, -2.424, -1.475)  -0.205
C (2.282, -2.887, -0.600)  -0.600
C (1.416, -2.988, 0.534)  0.141
C (0.154, -2.399, 0.400)  -0.424
C (-0.521, -1.958, 1.551)  -0.771
C (0.083, -2.151, 2.808)  -0.137
C (1.147, -3.044, 2.965)  -0.623
C (1.845, -3.445, 1.803)  -0.826
Pd (-1.240, 0.072, 1.364)  -0.363
P (-0.676, 0.861, -0.847)  1.369
H (4.895, -0.274, -1.538)  0.471
H (2.525, -2.915, -4.063)  0.435
H (6.029, 0.499, -3.590)  0.380
H (3.767, -2.035, -5.999)  0.363
H (2.773, -4.017, 1.904)  0.533
H (-0.188, -2.057, -0.576)  0.880
H (1.445, -3.364, 3.959)  0.531
H (-1.650, -1.774, 1.523)  0.990
C (-1.730, 2.280, -1.341)  -0.253
C (-1.242, 3.247, -2.414)  -1.403
H (-1.950, 2.837, -0.417)  0.553
H (-2.684, 1.820, -1.646)  0.271
H (-1.994, 4.040, -2.495)  0.474
H (-0.288, 3.724, -2.160)  0.276
H (-1.156, 2.787, -3.406)  0.297
C (1.092, 1.330, -1.026)  0.442
C (1.683, 1.529, -2.420)  -1.400
H (1.652, 0.526, -0.517)  -0.022
H (1.236, 2.240, -0.432)  -0.060
H (2.709, 1.901, -2.296)  0.478
H (1.757, 0.588, -2.981)  0.202
H (1.136, 2.264, -3.022)  0.200
C (-0.847, -0.371, -2.192)  0.522
C (-1.024, 0.123, -3.622)  -2.057
H (-1.690, -1.026, -1.929)  -0.153
H (0.071, -0.974, -2.141)  0.331
H (-1.119, -0.763, -4.266)  0.472
H (-1.922, 0.736, -3.766)  0.406
H (-0.160, 0.686, -3.990)  0.355
Br (-0.682, -1.144, 4.271)  0.042
P (0.054, 1.720, 2.562)  0.087
C (0.481, 3.320, 1.790)  -0.175
C (0.493, 4.537, 2.729)  -1.383
H (-0.263, 3.470, 0.984)  0.184
H (1.467, 3.226, 1.304)  0.390
H (0.710, 5.438, 2.133)  0.453
H (-0.484, 4.674, 3.219)  0.288
H (1.276, 4.452, 3.502)  0.272
C (-1.001, 2.009, 4.026)  -0.548
C (-0.264, 2.267, 5.346)  -1.267
H (-1.601, 1.084, 4.131)  0.539
H (-1.698, 2.824, 3.771)  0.531
H (-1.020, 2.386, 6.137)  0.432
H (0.389, 1.424, 5.631)  0.295
H (0.336, 3.193, 5.308)  0.245
C (1.630, 0.892, 2.996)  0.140
C (2.747, 1.778, 3.554)  -1.358
H (1.956, 0.376, 2.074)  0.140
H (1.377, 0.090, 3.709)  0.122
H (3.625, 1.143, 3.751)  0.433
H (3.043, 2.555, 2.830)  0.323
H (2.457, 2.255, 4.505)  0.259
C (-3.369, -3.447, 1.649)  -0.939
N (-3.548, -3.060, 0.273)  0.263
C (-3.611, -3.976, -0.757)  -0.501
C (-3.916, -3.285, -1.888)  -0.530
N (-4.024, -1.952, -1.524)  0.169
C (-4.411, -0.878, -2.408)  -0.770
C (-3.812, -1.798, -0.181)  0.034
Se (-3.853, -0.195, 0.726)  -0.100
H (-3.901, -4.381, 1.833)  0.469
H (-3.763, -2.674, 2.306)  0.320
H (-2.321, -3.622, 1.908)  0.384
H (-3.473, -5.021, -0.586)  0.545
H (-4.088, -3.609, -2.896)  0.544
H (-3.665, -0.725, -3.210)  0.283
H (-5.394, -1.084, -2.862)  0.381
H (-4.480, 0.040, -1.815)  0.197

Cartesian forces (eV/Å) of the 2 atoms listed first:
C -0.100 -0.203 0.240
C 0.145 0.536 -0.862

---

The following is a DFT calculation (ωB97M-V with the def2-TZVPD basis set) of a cluster of 2 separate species, C5H8OS in total.

LUMO (spin up / spin down): -0.69 / -0.67 eV
HOMO energy (spin up / spin down): -7.620 / -7.221 eV
Frontier orbital gap (spin up / spin down): 6.94 / 6.55 eV

Last column: natural (NBO) charge in e.
Element x y z (Å)
C (3.263, -0.035, 0.332)  -0.356
C (1.965, -0.442, 0.676)  -0.249
C (-2.008, 1.698, -0.170)  -0.088
C (-2.633, -0.529, -0.190)  -0.091
C (1.117, -0.946, -0.282)  -0.374
O (-2.615, 0.670, 0.274)  -0.360
S (-0.329, -1.706, 0.047)  0.024
H (3.800, 0.361, 1.220)  0.215
H (3.456, 0.065, -0.698)  0.199
H (1.574, -0.467, 1.702)  0.213
H (-2.060, 2.653, 0.305)  0.172
H (-1.523, 1.660, -1.110)  0.144
H (-3.338, -1.214, 0.327)  0.188
H (-2.471, -0.656, -1.251)  0.171
H (1.801, -1.114, -1.180)  0.192

Cartesian forces (eV/Å) of the 2 atoms listed first:
C -3.421 -0.093 3.515
C 2.810 1.510 1.477

---

The following is a DFT calculation (ωB97M-V with the def2-TZVPD basis set) of the molecule C5H13N3.

SMILES string: CC(C)=C(N)N(C)N
LUMO: 0.88 eV
HOMO energy: -7.789 eV
Frontier orbital gap: 8.67 eV

Last column: natural (NBO) charge in e.
Element x y z (Å)
C (-0.236, 1.135, 1.728)  -0.418
C (0.209, -0.053, -2.656)  -0.653
C (1.886, 0.348, -0.396)  -0.637
N (-0.170, -0.195, 1.102)  -0.330
C (-0.541, -0.295, -0.267)  0.256
C (0.407, -0.011, -1.173)  0.011
N (-0.702, -1.256, 1.908)  -0.683
N (-1.778, -0.859, -0.587)  -0.856
H (-1.240, -0.903, 2.700)  0.341
H (0.081, -1.777, 2.305)  0.356
H (-1.946, -1.560, 0.139)  0.383
H (-2.501, -0.166, -0.426)  0.353
H (0.229, 1.104, 2.718)  0.197
H (0.288, 1.882, 1.129)  0.217
H (-1.281, 1.441, 1.849)  0.166
H (0.422, 0.936, -3.080)  0.210
H (-0.815, -0.323, -2.941)  0.242
H (0.903, -0.759, -3.123)  0.215
H (2.611, -0.180, -1.017)  0.202
H (2.023, 1.418, -0.541)  0.199
H (2.151, 0.075, 0.629)  0.230

Cartesian forces (eV/Å) of the 2 atoms listed first:
C -0.216 -0.735 -0.152
C 0.505 0.434 0.070

---

The following is a DFT calculation (ωB97M-V with the def2-TZVPD basis set) of a cluster of 11 separate species, H22O11 in total.

LUMO (spin up / spin down): 2.19 / 2.15 eV
HOMO energy (spin up / spin down): 0.134 / -7.493 eV
Total charge: -1
2S+1: 2
Frontier orbital gap (spin up / spin down): 2.06 / 9.64 eV

Last column: natural (NBO) charge in e.
Element x y z (Å)
O (4.078, 3.375, -1.378)  -0.921
H (3.713, 2.733, -1.873)  0.459
H (3.466, 4.015, -1.811)  0.455
O (-1.423, -0.528, 4.203)  -1.044
H (-1.257, -0.081, 3.395)  0.453
H (-1.219, 0.147, 4.834)  0.438
O (1.345, -3.829, -0.501)  -0.954
H (1.122, -3.159, 0.168)  0.491
H (0.830, -4.615, -0.121)  0.459
O (0.683, 1.872, 0.809)  -1.042
H (0.374, 2.314, 1.501)  0.464
H (0.120, 1.695, -0.008)  0.491
O (2.184, 1.690, -3.089)  -0.939
H (2.179, 1.151, -2.316)  0.466
H (2.344, 1.056, -3.763)  0.464
O (0.726, -0.720, 1.093)  -1.043
H (1.261, 0.090, 1.035)  0.506
H (0.182, -0.835, 1.986)  0.484
O (-1.447, 0.631, -2.713)  -0.975
H (-1.729, 1.531, -3.107)  0.486
H (-1.885, -0.136, -2.915)  0.475
O (0.766, -0.761, -3.224)  -0.930
H (1.227, -0.927, -3.930)  0.457
H (1.067, -0.730, -2.434)  0.468
O (0.620, 1.316, 4.633)  -1.259
H (0.258, 1.117, 5.448)  0.378
H (0.623, 2.393, 4.768)  0.247
O (-3.840, -0.785, 2.063)  -0.953
H (-3.326, -0.797, 2.840)  0.474
H (-4.670, -1.021, 2.579)  0.447
O (-3.072, -2.946, -2.846)  -0.962
H (-2.258, -3.002, -3.273)  0.471
H (-3.041, -2.253, -2.054)  0.488

Cartesian forces (eV/Å) of the 2 atoms listed first:
O 0.526 4.391 1.312
H -1.360 -4.991 -2.464

---

Looking at energy relative to the best compared isomer or geometry (same formula, charge and spin) for the records above, in order, we have 0.196, 5.978, 2.686, 5.411 eV.